Entry 1:
DFT (the ωB97M-V functional and the def2-TZVPD basis) results for C3H3N6O2 as an isolated structure.

As for the energy above the lowest of the compared OMol25 structures with the same formula, charge and spin: 64.0 kcal/mol. The calculation puts the LUMO energy at -8.7 eV. Its net charge is +1. The energy comes out at -594.61357 Eh. The highest occupied orbital energy comes out at -14.6534 eV.

Cartesian coordinates (Å):
C: 0.35413 -1.74768 -2.25316
C: -0.06617 0.01037 -1.49584
C: -0.74592 1.01211 3.08796
N: -0.59728 -1.16386 -1.52833
N: 1.07999 0.28581 -1.98170
N: -0.95739 2.32006 1.26750
N: 1.36514 -0.82444 -2.51978
N: -0.66684 0.26516 1.81909
N: -0.74045 1.19827 0.86814
O: -0.41263 0.63712 4.13966
O: -1.00980 2.27748 2.67804
H: 0.41557 -2.76184 -2.58436
H: 2.22472 -0.86922 -3.03601
H: -0.24306 -0.63934 1.53876


Entry 2:
DFT (the ωB97M-V functional and the def2-TZVPD basis) results for a 21-piece molecular cluster, C26H94O34 overall.

The calculation puts the LUMO energy at -0.2 eV. Its net charge is 0. The energy comes out at -3604.99176 Eh. The highest occupied orbital energy comes out at -9.5941 eV.

Cartesian coordinates (Å):
C: 15.95970 13.48320 16.71890
C: 15.62866 14.29969 15.50545
O: 14.47161 13.79160 14.83693
O: 15.00694 13.60585 17.78635
H: 16.91253 13.80556 17.14763
H: 16.14735 12.42378 16.54415
H: 16.45888 14.24597 14.80020
H: 15.49767 15.33457 15.82118
H: 13.77835 13.72233 15.52211
H: 14.45982 12.81189 17.62426
C: 16.75246 13.62560 21.53504
C: 17.95345 12.93386 22.06057
O: 19.13861 13.37895 21.41841
O: 16.25381 12.93372 20.41607
H: 17.00786 14.66039 21.27002
H: 16.04574 13.63033 22.37034
H: 17.83394 11.85318 21.98802
H: 18.11145 13.19692 23.11421
H: 19.73010 12.63281 21.28865
H: 15.96308 13.51779 19.70081
C: 17.76106 8.98273 16.66362
C: 16.93615 7.89574 17.25547
O: 15.58243 8.36736 17.34762
O: 17.32980 9.33731 15.38516
H: 18.80753 8.68979 16.64818
H: 17.66706 9.81771 17.37542
H: 17.28127 7.63376 18.26517
H: 17.01289 6.90237 16.83385
H: 14.94924 7.68858 17.09775
H: 16.37301 9.43977 15.43538
C: 9.67656 12.40547 9.16840
C: 10.30659 11.07847 8.88015
O: 9.84478 10.10146 9.76033
O: 8.42183 12.65001 8.50689
H: 10.33388 13.22451 8.84993
H: 9.50069 12.56959 10.23009
H: 11.37698 11.18967 9.02816
H: 10.01558 10.84314 7.85215
H: 10.35370 10.06518 10.58417
H: 8.62770 13.07354 7.66917
C: 10.02761 9.40756 12.94055
C: 10.15936 8.02996 12.36450
O: 9.23484 7.12763 12.99593
O: 10.91504 10.35901 12.35656
H: 10.09215 9.54916 14.01924
H: 9.01677 9.75235 12.72178
H: 11.14751 7.58527 12.40474
H: 10.02821 8.08132 11.28020
H: 8.32329 7.38240 12.80172
H: 11.72677 10.41525 12.91720
C: 8.72567 9.28924 19.48654
C: 8.82232 9.87218 18.09239
O: 7.50940 9.81712 17.53706
O: 8.62817 7.85442 19.55522
H: 7.78934 9.62527 19.95581
H: 9.54362 9.56065 20.15594
H: 9.48601 9.32971 17.42699
H: 9.14941 10.90385 18.21130
H: 7.49391 10.41353 16.75918
H: 9.45867 7.39562 19.75056
C: 13.98735 10.23268 20.06127
C: 12.64903 10.53991 20.62746
O: 12.24075 9.64100 21.62028
O: 15.01972 10.49674 20.96346
H: 14.14946 10.82990 19.15518
H: 13.95217 9.20051 19.70347
H: 12.02050 10.36521 19.73826
H: 12.53032 11.58323 20.92787
H: 12.90070 9.51328 22.31803
H: 15.60554 11.24219 20.71488
C: 15.28648 7.69272 12.29708
C: 14.97724 8.96340 11.50893
O: 15.43623 10.14334 12.16514
O: 16.67953 7.38632 12.21224
H: 14.71156 6.86044 11.88129
H: 15.10577 7.83540 13.35488
H: 13.89836 9.06017 11.36333
H: 15.42185 8.89425 10.52314
H: 16.40281 10.24684 12.00955
H: 16.91004 7.15092 11.30213
C: 13.44597 10.63577 15.14913
C: 12.26805 11.32913 15.68801
O: 12.75429 12.34920 16.60991
O: 13.07540 9.87728 13.98833
H: 13.98958 9.99135 15.83367
H: 14.16422 11.37771 14.81661
H: 11.56995 10.68898 16.23256
H: 11.74344 11.92599 14.94082
H: 12.05652 12.49397 17.29821
H: 13.79751 9.93907 13.34375
C: 18.90576 12.58093 14.11688
C: 17.81928 12.17822 13.16698
O: 18.28795 11.07650 12.34394
O: 19.95285 13.15637 13.30846
H: 19.30756 11.72243 14.68184
H: 18.47247 13.33091 14.78924
H: 17.30860 12.88696 12.51252
H: 17.08775 11.71909 13.83138
H: 18.92855 11.45067 11.72634
H: 20.78155 13.00493 13.77295
C: 9.40798 13.72386 13.14210
C: 9.93806 14.95850 12.55556
O: 9.24361 16.05407 13.11443
O: 9.60864 13.59723 14.53224
H: 9.94520 12.87317 12.69608
H: 8.35134 13.65766 12.88846
H: 9.71752 14.98814 11.48094
H: 11.00366 15.17100 12.66992
H: 9.65812 16.89350 12.89562
H: 9.33130 14.42346 14.99060
C: 13.70673 12.43303 9.33798
C: 14.42976 13.47479 10.18747
O: 15.52781 13.02937 10.95236
O: 14.56636 12.07028 8.30060
H: 12.85700 13.01351 8.97050
H: 13.43079 11.63458 10.04947
H: 13.68853 13.94906 10.83203
H: 14.74800 14.22272 9.45992
H: 15.29864 12.20345 11.41317
H: 14.11186 11.36241 7.83044
C: 10.76853 15.10002 17.45205
C: 10.03437 14.05654 18.22229
O: 10.98519 13.19487 18.82505
O: 9.86015 15.87287 16.66171
H: 11.42898 14.59386 16.75740
H: 11.38649 15.69024 18.13627
H: 9.34275 13.47302 17.60357
H: 9.31589 14.39477 18.98665
H: 10.49449 12.66381 19.49306
H: 9.44368 16.50483 17.26288
O: 13.66955 15.99126 12.88990
H: 13.90701 15.21595 13.44814
H: 13.93742 16.76750 13.39363
O: 11.72756 6.96066 19.91820
H: 11.82886 7.64651 20.61327
H: 11.91910 7.43176 19.07022
O: 13.86420 6.33360 15.83284
H: 14.13466 5.52188 16.29997
H: 13.40278 6.05291 15.03613
O: 7.65638 11.46762 15.20689
H: 8.25156 12.25825 15.10596
H: 6.81174 11.74874 14.82656
O: 10.44429 7.02579 15.65319
H: 10.84456 6.19626 15.37779
H: 9.75652 7.20847 14.97030
O: 9.57879 12.58454 21.29243
H: 10.10013 12.49495 22.11712
H: 9.02525 11.78494 21.29272
O: 14.91672 16.32350 18.64168
H: 14.20703 16.52513 19.26670
H: 14.60805 15.49368 18.22397
O: 12.23131 8.12350 17.42974
H: 11.38482 8.06225 16.94221
H: 12.84483 7.68871 16.81802


Entry 3:
DFT (the ωB97M-V functional and the def2-TZVPD basis) results for a 2-piece molecular cluster, C6H10NO overall.

As for the energy above the lowest of the compared OMol25 structures with the same formula, charge and spin: 115.9 kcal/mol. The calculation puts the LUMO energy (spin up / spin down) at -4.7 / -4.7 eV. Its net charge is +1. The energy comes out at -364.16258 Eh. The highest occupied orbital energy (spin up / spin down) comes out at -12.0636 / -12.0615 eV.

Cartesian coordinates (Å):
C: 3.66152 0.26224 -1.15188
C: 0.45359 -1.74943 0.51083
C: 0.11741 -0.57667 0.10625
C: -2.96069 0.05663 -0.49954
C: 2.22024 0.84975 0.74446
C: -1.80185 0.79099 0.15079
N: 2.93469 0.49177 -0.26535
O: -0.55744 0.30940 -0.43576
H: 3.94000 -0.21028 -2.05346
H: -0.14525 -2.60863 0.22849
H: 1.33788 -1.97705 1.07854
H: -2.95783 0.21481 -1.57572
H: -2.91110 -1.01100 -0.29756
H: -3.89020 0.44137 -0.09156
H: 1.73924 1.81170 0.69414
H: 2.43051 0.41425 1.70409
H: -1.77804 0.63235 1.23137
H: -1.83270 1.85780 -0.07815


Entry 4:
DFT (the ωB97M-V functional and the def2-TZVPD basis) results for C11H31F2K2NO20P3S3 as an isolated structure.

As for the energy above the lowest of the compared OMol25 structures with the same formula, charge and spin: 0.0 kcal/mol. The calculation puts the LUMO energy at -4.1 eV. Its net charge is +1. The energy comes out at -5615.63082 Eh. The highest occupied orbital energy comes out at -11.6097 eV.

Cartesian coordinates (Å):
K: 1.17428 -2.24663 3.64983
K: 1.16418 1.51297 3.56996
N: 0.49660 -0.40424 1.71890
S: 1.56533 -0.41416 0.42639
O: 1.91239 0.91318 0.07325
O: 1.40747 -1.45274 -0.52013
F: 2.82963 -0.92592 1.28458
S: -0.85008 -0.88974 1.00112
O: -0.94706 -2.30819 0.93461
O: -1.29872 -0.04290 -0.03701
F: -1.81267 -0.53279 2.22403
C: 5.11464 6.34589 1.77535
O: 4.09584 5.35621 1.99297
P: 4.45759 4.00681 2.67921
O: 3.26177 3.20638 2.95806
O: 5.52001 3.30626 1.75907
C: 5.12550 2.31626 0.78443
O: 5.31094 4.47909 3.91307
C: 5.74191 3.51637 4.89926
H: 6.08952 5.88807 1.63611
H: 5.07318 7.07691 2.58093
H: 4.87147 6.91255 0.87607
H: 5.36264 2.67187 -0.21703
H: 4.04500 2.17056 0.77503
H: 5.65812 1.39954 1.00942
H: 6.81513 3.37558 4.80166
H: 5.24984 2.55450 4.76135
H: 5.51293 3.91667 5.88091
C: -5.25769 1.13759 -7.38993
O: -4.44654 0.60521 -6.34976
P: -4.79393 1.03070 -4.86888
O: -4.74469 2.46783 -4.60453
O: -6.20211 0.35163 -4.61827
C: -7.32656 1.09334 -4.13134
O: -3.80883 0.13061 -4.06906
C: -2.79931 0.76877 -3.23697
H: -5.42893 2.20570 -7.23213
H: -6.20878 0.60960 -7.47086
H: -4.72195 1.02846 -8.33024
H: -7.05577 2.13688 -3.96819
H: -7.61293 0.68927 -3.16073
H: -8.13214 1.00570 -4.85352
H: -2.45163 -0.00448 -2.56607
H: -3.24953 1.61349 -2.72001
H: -2.01788 1.17112 -3.87921
C: 3.16493 -5.47214 1.36121
O: 3.76935 -4.50963 0.49056
P: 3.89261 -4.72645 -1.08078
O: 4.17872 -3.49269 -1.78019
O: 4.91940 -5.92234 -1.13477
C: 5.37938 -6.41598 -2.41382
O: 2.56173 -5.46599 -1.51752
C: 1.38515 -4.66263 -1.77710
H: 3.92204 -5.81749 2.05877
H: 2.65015 -6.25947 0.81879
H: 2.41545 -4.89830 1.91437
H: 5.60108 -7.47073 -2.26750
H: 6.32856 -5.94153 -2.65307
H: 4.62351 -6.27205 -3.17833
H: 1.56895 -3.60356 -1.59231
H: 0.59574 -5.00290 -1.11276
H: 1.13005 -4.77757 -2.82557
C: -6.60206 1.72778 4.39447
C: -6.68654 0.21457 4.12166
O: -5.64947 -0.08454 3.16025
S: -4.54509 1.04393 3.23071
O: -3.96145 1.30114 1.98271
O: -3.75028 0.78595 4.37177
O: -5.57645 2.21480 3.51442
H: -6.36765 1.99592 5.42167
H: -7.50143 2.25972 4.09420
H: -7.60337 -0.11162 3.64013
H: -6.53121 -0.38592 5.01634